Entry 1:
Below is one molecule with the formula C5H9NO, with properties calculated with ωB97M-V with the def2-TZVPD basis set.

Each line ends with the Löwdin charge.
Positions of all 16 atoms, in Å:
C -1.95228 -0.40158 -0.13216  -0.06
C -1.20802 0.55036 0.79860  -0.46
N -0.54727 0.07050 1.90203  0.10
C 0.33784 0.74973 0.55102  -0.16
C 0.84982 0.00388 -0.65831  -0.30
C 2.21171 -0.53263 -0.70866  -0.10
O 1.08856 -1.37811 -0.51092  -0.03
H -2.11583 0.03564 -1.12506  0.08
H -2.93606 -0.61755 0.29641  0.08
H -1.41013 -1.34672 -0.21856  0.08
H -1.69424 1.53866 0.87586  0.13
H 0.84778 0.30337 1.47584  0.13
H 0.57809 1.81137 0.56799  0.14
H 0.36866 0.27116 -1.60279  0.15
H 2.71706 -0.63867 -1.66793  0.11
H 2.86430 -0.41942 0.15665  0.12

For the HOMO-LUMO gap, the calculation gives 9.34 eV. Its charge is 0. The energy above the lowest of the compared OMol25 structures with the same formula, charge and spin is 572.2 kJ/mol. As for the HOMO energy: -8.34 eV. The largest force on an atom comes out at 0.00605 hartree/bohr.

***

Entry 2:
Below is one molecule with the formula C5H9NO at a distorted geometry, with properties calculated with ωB97M-V with the def2-TZVPD basis set.

Each line ends with the Löwdin charge.
Positions of all 16 atoms, in Å:
C -1.08970 -0.55620 0.15807  -0.13
C -2.74800 0.04252 -0.02158  -0.04
C 2.45568 0.68298 0.19743  -0.07
C -0.33945 0.59340 -0.21089  -0.35
C 1.31983 -0.24067 -0.13215  -0.31
N 1.41928 -1.44460 -0.48567  0.10
O -0.43111 1.76087 -0.33792  0.14
H 2.37269 -1.82269 -0.49590  0.06
H -0.94472 -0.84436 1.19453  0.12
H -0.99280 -1.37312 -0.55336  0.10
H -2.93479 0.85492 0.67606  0.05
H -2.91679 0.36627 -1.04535  0.05
H -3.37447 -0.81245 0.21758  0.04
H 2.31938 1.09119 1.20004  0.08
H 3.42489 0.17851 0.13766  0.07
H 2.46009 1.52343 -0.49855  0.08

As for the SMILES: [H]/N=C(\C)C(=O)CC. For the HOMO-LUMO gap, the calculation gives 9.34 eV. Its charge is 0. The energy above the lowest of the compared OMol25 structures with the same formula, charge and spin is 292.1 kJ/mol. As for the HOMO energy: -8.48 eV. The largest force on an atom comes out at 0.13956 hartree/bohr.

***

Entry 3:
Below is one molecule with the formula C5H9NO, with properties calculated with ωB97M-V with the def2-TZVPD basis set.

Each line ends with the Löwdin charge.
Positions of all 16 atoms, in Å:
C 0.77754 -1.87358 0.44250  -0.06
C -0.46586 -1.09826 0.80830  -0.32
N -0.38285 0.12633 1.59268  0.06
C -0.83895 0.20504 0.19488  -0.25
C 0.01340 0.88146 -0.82880  -0.37
C -0.63709 1.64411 -1.92370  0.08
O 0.21979 2.31894 -0.55102  -0.03
H 0.59221 -2.53567 -0.41012  0.08
H 1.09120 -2.49290 1.28963  0.08
H 1.61711 -1.21870 0.18749  0.07
H -1.30137 -1.73024 1.10755  0.13
H 0.58851 0.43140 1.65318  0.10
H -1.89728 0.44258 0.08743  0.14
H 1.01377 0.45480 -0.93409  0.13
H 0.14939 1.81156 -2.68064  0.02
H -0.53952 2.63314 -0.03527  0.13

For the HOMO-LUMO gap, the calculation gives 9.32 eV. Its charge is 0. The energy above the lowest of the compared OMol25 structures with the same formula, charge and spin is 560.4 kJ/mol. As for the HOMO energy: -8.50 eV. The largest force on an atom comes out at 0.00612 hartree/bohr.